This record from the OMol25 dataset describes an isolated molecule of C6H9N at a distorted geometry. The level of theory is the ωB97M-V functional and the def2-TZVPD basis.

```
16
C6H9N (the ωB97M-V functional and the def2-TZVPD basis)
C 0.2375 1.9005 -0.9866
C -0.5116 0.5688 -1.2475
C -0.0821 -0.4243 -0.2151
C -0.3466 -0.0604 1.3444
N 0.3307 0.9155 1.8701
C 0.8628 -1.5238 -0.4200
C -0.4358 -1.8713 -0.1688
H 0.2863 2.0571 0.0987
H -0.1768 2.6777 -1.5846
H 1.3640 1.7152 -1.0695
H -0.4746 0.1747 -2.2379
H -1.5891 0.8281 -1.1445
H -1.3374 -0.4216 1.7171
H 0.6299 -0.4731 1.8733
H 1.5564 -1.9674 -1.1216
H -0.9188 -2.5366 0.5402
```

Output
energy above the lowest of the compared OMol25 structures with the same formula, charge and spin	8.847	eV
strongest force on any atom	0.079	Eh/bohr
HOMO-LUMO gap	0.284	Ha
M	95.14	g/mol
calculated total energy	-288.45692	Eh
charge	0